ORCA calculation (the ωB97M-V functional and the def2-TZVPD basis) on one molecule with the formula C4H4O3.

Last column: Löwdin charge in e.
Cartesian coordinates (Å):
H -1.72047 -0.42490 0.97294  0.145
C 1.36405 0.29583 -0.80058  -0.185
O 1.81277 1.42083 -0.78824  0.059
C -0.24219 -1.24924 0.74478  -0.020
C 0.03307 -0.04938 -0.26405  -0.406
C -0.86870 0.96135 0.17738  -0.033
O -1.95905 0.62187 0.72182  0.103
H 1.90720 -0.56743 -1.23418  0.143
O -0.48992 -1.30748 -0.65011  -0.047
H -0.58484 2.01321 0.17395  0.161
H 0.74809 -1.71466 0.94627  0.079

For the energy relative to the best compared isomer or geometry (same formula, charge and spin), the calculation gives 4.998 eV. As for the molar mass: 100.07 Da. The spin multiplicity is 1. The HOMO-LUMO gap comes out at 8.1236 eV. The total charge is 0.